Entry from the Open Molecules 2025 dataset: an isolated molecule of C7H10ClNO3S at a distorted geometry (ωB97M-V with the def2-TZVPD basis set).

```
! wB97M-V def2-TZVPD RIJCOSX def2/J DEFGRID3
* xyz 0 1
C -0.902 1.407 1.382
C -0.538 0.053 0.835
N -0.116 -0.896 1.862
C 0.688 0.075 -0.416
S 2.333 -0.398 0.056
O 2.308 -1.815 0.404
O 2.800 0.491 1.088
O 3.421 -0.300 -1.261
C 0.427 0.071 -1.710
C -0.955 0.282 -2.034
C -2.028 0.099 -1.213
C -1.864 -0.442 0.172
Cl -1.948 -2.292 -0.061
H -1.413 1.883 0.563
H -0.093 2.000 1.789
H -1.618 1.372 2.163
H 0.300 -1.709 1.428
H 0.625 -0.517 2.364
H 4.341 -0.286 -0.999
H 1.110 0.138 -2.534
H -1.153 0.747 -3.069
H -3.042 0.117 -1.664
H -2.680 -0.081 0.856
*
```

Computed properties:
Highest occupied orbital energy   -9.40 eV
SMILES   C[C@]1(N)C(S(=O)(=O)O)=CC=C[C@H]1Cl
ΔE to the lowest compared entry with this formula, charge and spin   103.3 kJ/mol

Entry from the Open Molecules 2025 dataset: an isolated molecule of N2 (ωB97M-V with the def2-TZVPD basis set).

```
! wB97M-V def2-TZVPD RIJCOSX def2/J DEFGRID3
* xyz 0 1
N 0.000 0.000 0.548
N 0.000 0.000 -0.548
*
```

Computed properties:
Highest occupied orbital energy   -14.81 eV
SMILES   N#N
ΔE to the lowest compared entry with this formula, charge and spin   0.3 kJ/mol

Entry from the Open Molecules 2025 dataset: a 4-piece molecular cluster, C34H61FN5O4 overall at a distorted geometry (ωB97M-V with the def2-TZVPD basis set).

```
! wB97M-V def2-TZVPD RIJCOSX def2/J DEFGRID3
* xyz 1 1
C 1.953 -0.953 3.744
C 2.588 -0.960 2.286
O 2.407 -2.230 1.569
C 2.271 -1.831 0.195
C 2.303 -3.039 -0.826
O 3.024 -2.705 -2.032
C 2.397 -1.635 -2.758
C 3.416 -0.412 -2.786
O 2.759 0.884 -2.782
C 2.262 1.144 -1.454
C 1.648 2.621 -1.487
C 1.596 3.250 -0.031
N 0.385 2.942 0.759
C -0.643 2.186 0.012
C -1.961 2.161 0.899
C -3.196 1.477 0.173
C -4.061 0.701 1.246
C -5.628 0.880 1.098
C -6.158 0.865 -0.390
C -6.051 -0.576 -1.046
O -4.908 -0.640 -1.918
C -5.089 -1.858 -2.698
C -0.860 2.918 -1.369
C -1.227 4.453 -1.261
N 0.341 2.610 -2.226
C 0.396 3.423 -3.497
F 1.424 2.948 -4.340
C -0.935 3.267 -4.361
C -1.154 1.793 -4.889
H 0.860 -0.661 3.669
H 2.440 -0.162 4.390
H 2.012 -1.930 4.290
H 2.068 -0.146 1.696
H 3.689 -0.700 2.297
H 1.249 -1.338 0.106
H 3.113 -1.133 -0.078
H 2.811 -3.921 -0.347
H 1.272 -3.377 -1.131
H 2.252 -1.970 -3.832
H 1.370 -1.374 -2.378
H 4.132 -0.419 -1.905
H 4.077 -0.542 -3.695
H 3.120 1.111 -0.729
H 1.430 0.420 -1.231
H 2.410 3.226 -2.067
H 2.479 2.823 0.536
H 1.803 4.363 -0.121
H 0.596 2.540 1.669
H -0.255 1.120 -0.090
H -1.741 1.549 1.823
H -2.239 3.192 1.270
H -2.901 0.814 -0.695
H -3.814 2.310 -0.287
H -3.797 -0.403 1.245
H -3.795 1.055 2.291
H -5.954 1.789 1.676
H -6.118 -0.002 1.619
H -5.708 1.683 -1.015
H -7.268 1.098 -0.339
H -5.890 -1.329 -0.211
H -7.031 -0.806 -1.547
H -4.107 -2.267 -3.054
H -5.722 -1.606 -3.601
H -5.573 -2.607 -2.014
H -1.739 2.405 -1.867
H -0.284 5.064 -1.405
H -1.519 4.632 -0.182
H -2.055 4.786 -1.934
H 0.208 1.637 -2.560
H 0.651 4.495 -3.295
H -1.839 3.667 -3.820
H -0.780 3.968 -5.237
H -0.198 1.216 -5.013
H -1.686 1.786 -5.884
H -1.764 1.236 -4.112
N 4.338 -3.889 4.021
C 5.668 -3.583 3.905
C 6.380 -4.489 4.651
C 5.446 -5.379 5.236
C 4.197 -4.987 4.828
H 3.588 -3.385 3.581
H 5.993 -2.749 3.304
H 7.453 -4.509 4.763
H 5.665 -6.214 5.883
H 3.221 -5.393 5.042
N 7.963 2.590 -0.160
C 7.719 1.416 0.500
C 6.642 0.811 -0.098
C 6.224 1.651 -1.162
C 7.060 2.739 -1.177
H 8.693 3.242 0.067
H 8.331 1.114 1.335
H 6.205 -0.131 0.197
H 5.403 1.477 -1.842
H 7.089 3.604 -1.821
N -8.029 -4.350 2.531
C -8.163 -3.272 3.364
C -7.068 -2.464 3.189
C -6.245 -3.075 2.210
C -6.865 -4.236 1.820
H -8.684 -5.107 2.453
H -9.022 -3.174 4.007
H -6.880 -1.536 3.707
H -5.303 -2.706 1.832
H -6.579 -4.989 1.103
*
```

Computed properties:
Highest occupied orbital energy   -9.50 eV